Record 1
{"formula": "C4H37N2O13", "method": "ωB97M-V/def2-TZVPD", "elements": ["C", "C", "C", "C", "N", "N", "H", "H", "H", "H", "H", "H", "H", "H", "H", "H", "H", "H", "H", "O", "H", "H", "O", "H", "H", "O", "H", "H", "O", "H", "H", "O", "H", "H", "O", "H", "H", "O", "H", "H", "O", "H", "H", "O", "H", "H", "O", "H", "H", "O", "H", "H", "O", "H", "H", "O"], "xyz": [[-0.369, -1.702, -1.931], [0.917, -1.003, -1.493], [0.647, -0.507, -0.125], [1.601, -0.348, 0.857], [1.214, 0.241, 2.036], [-1.430, -0.583, -2.260], [-0.821, -2.301, -1.221], [-0.309, -2.147, -2.976], [1.790, -1.773, -1.347], [1.325, -0.255, -2.203], [-0.411, -0.162, 0.176], [2.691, -0.517, 0.768], [0.172, 0.366, 2.123], [1.669, -0.044, 2.926], [-1.810, -0.627, -3.266], [-2.377, -0.575, -1.692], [-1.137, 0.387, -2.206], [-2.495, 1.484, 1.532], [-3.575, 2.427, 1.030], [-2.857, 1.880, 0.727], [-4.202, -0.658, 0.326], [-3.427, 0.513, -0.003], [-3.734, -0.321, -0.377], [5.298, 0.911, 1.255], [3.964, 1.084, 2.034], [4.383, 0.637, 1.320], [-1.430, 1.116, -4.669], [-0.945, -0.005, -5.625], [-1.127, 0.233, -4.741], [-3.174, 1.884, -3.247], [-2.431, 2.956, -4.119], [-2.879, 2.029, -4.144], [4.972, -2.964, 0.356], [4.478, -1.798, 1.168], [4.226, -2.397, 0.414], [2.537, -2.686, 0.910], [2.372, -3.915, 0.238], [1.796, -3.295, 0.776], [3.201, 2.903, 2.645], [2.417, 2.919, 4.101], [3.031, 2.398, 3.488], [1.236, 2.303, 0.082], [0.140, 3.331, 0.536], [0.755, 3.096, -0.205], [-0.351, -3.189, 0.105], [-0.240, -4.237, 1.136], [-0.944, -3.552, 0.799], [-1.440, 0.153, 2.821], [-2.097, 1.044, 3.987], [-2.148, 0.792, 3.019], [-1.366, -1.743, 2.948], [-0.391, -2.249, 2.032], [-0.545, -1.542, 2.636], [-2.192, 2.613, -0.796], [-0.989, 3.300, -1.411], [-1.945, 3.031, -1.554]], "de_lowest_kcal_mol": 66.9, "charge": 1, "multiplicity": 1, "max_force_ha_per_bohr": 0.10388}

---

Record 2
{"formula": "C4H37NO16", "method": "ωB97M-V/def2-TZVPD", "elements": ["C", "C", "C", "O", "C", "N", "O", "H", "H", "H", "H", "H", "H", "H", "H", "H", "H", "H", "O", "H", "H", "O", "H", "H", "O", "H", "H", "O", "H", "H", "O", "H", "H", "O", "H", "H", "O", "H", "H", "O", "H", "H", "O", "H", "H", "O", "H", "H", "O", "H", "H", "O", "H", "H", "O", "H", "H", "O"], "xyz": [[-0.650, 0.315, 2.597], [-0.017, 1.532, 2.117], [0.127, 2.513, 3.235], [1.223, 1.276, 1.511], [-0.824, -0.793, 1.631], [-1.368, -0.691, 0.367], [-0.317, -1.872, 1.817], [-0.210, 0.145, 3.634], [-1.783, 0.457, 2.843], [-0.472, 2.076, 1.198], [0.648, 2.105, 4.210], [0.795, 3.345, 2.958], [-0.786, 2.947, 3.586], [1.912, 1.003, 2.096], [-1.610, 0.129, 0.095], [-1.991, -1.407, 0.161], [-1.249, -4.795, -2.069], [0.280, -4.368, -1.610], [-0.341, -4.887, -2.247], [-3.649, -2.048, 1.213], [-3.500, -2.069, 2.660], [-3.537, -1.497, 1.976], [1.578, -4.037, 1.104], [0.111, -3.714, 1.179], [0.824, -4.045, 0.537], [1.332, 0.822, -1.098], [1.764, 1.847, -0.174], [1.995, 1.600, -1.063], [-1.144, 4.353, -1.436], [-1.616, 3.078, -2.405], [-1.707, 3.573, -1.579], [3.023, -2.998, -3.677], [3.313, -2.060, -2.525], [3.469, -2.257, -3.377], [1.367, 4.486, -2.122], [1.444, 4.216, -0.583], [1.076, 4.787, -1.239], [-3.184, 0.409, -1.739], [-3.497, 0.264, -0.210], [-3.288, -0.258, -1.120], [-3.806, 2.649, 1.274], [-3.041, 2.763, 0.163], [-3.739, 2.217, 0.404], [-0.145, 1.488, -4.194], [0.958, 1.060, -3.117], [0.796, 1.760, -3.796], [0.178, -1.503, -1.139], [0.958, -2.840, -1.046], [1.011, -2.052, -1.411], [3.076, -0.378, 3.882], [1.666, -0.764, 3.559], [2.143, -0.032, 3.834], [0.762, -1.253, -4.588], [-0.145, -2.049, -3.626], [-0.203, -1.244, -4.252], [2.814, -1.599, 0.116], [3.994, -0.712, 0.662], [3.181, -0.993, 0.824]], "de_lowest_kcal_mol": 171.2, "charge": 0, "multiplicity": 1, "max_force_ha_per_bohr": 0.16045}

---

no.,HOMO-LUMO gap (Ha),E_LUMO (eV),HOMO energy (eV)
1,0.2999,-2.324,-10.5
2,0.3764,-0.046,-10.3